{
  "formula": "C6H20CaN10O8",
  "method": "wB97M-V/def2-TZVPD",
  "elements": ["Ca", "C", "O", "O", "O", "C", "O", "N", "N", "H", "H", "H", "H", "C", "O", "N", "N", "H", "H", "H", "H", "C", "O", "N", "N", "H", "H", "H", "H", "C", "O", "N", "N", "H", "H", "H", "H", "C", "O", "N", "N", "H", "H", "H", "H"],
  "xyz": [[0.599, 0.196, -0.521], [2.685, 1.701, -1.537], [2.751, 0.399, -1.525], [3.706, 2.384, -1.918], [1.696, 2.264, -0.961], [3.208, 0.095, 1.691], [2.032, 0.076, 1.300], [3.557, -0.435, 2.895], [4.192, 0.755, 1.023], [4.541, -0.497, 3.086], [2.948, -0.993, 3.459], [3.924, 1.114, 0.101], [5.103, 0.373, 1.202], [-0.502, 2.076, 2.149], [-0.469, 1.689, 0.987], [-1.108, 3.214, 2.576], [0.272, 1.479, 3.104], [-1.217, 3.472, 3.535], [-1.519, 3.835, 1.901], [0.288, 1.711, 4.078], [0.784, 0.657, 2.799], [-1.829, -1.332, 1.475], [-0.750, -1.226, 0.863], [-2.827, -2.092, 0.940], [-2.052, -0.820, 2.698], [-2.617, -2.458, 0.030], [-3.587, -2.390, 1.520], [-1.416, -0.107, 3.000], [-2.914, -0.871, 3.209], [0.208, -2.717, -2.428], [0.498, -1.644, -1.925], [-0.833, -2.808, -3.322], [0.759, -3.918, -2.111], [-1.312, -1.965, -3.582], [-1.076, -3.625, -3.848], [1.734, -3.901, -1.863], [0.303, -4.777, -2.341], [-2.086, 1.195, -2.454], [-1.198, 0.616, -1.816], [-2.183, 1.062, -3.797], [-3.112, 1.820, -1.840], [-2.735, 1.697, -4.341], [-1.437, 0.538, -4.220], [-3.844, 2.185, -2.421], [-3.164, 1.976, -0.853]],
  "orbital_gap_ev": 4.7,
  "total_charge": 0
}

---

{
  "formula": "C15H38Cl2N2NbS",
  "method": "wB97M-V/def2-TZVPD",
  "elements": ["C", "C", "Cl", "C", "Cl", "Nb", "S", "H", "H", "H", "H", "H", "H", "H", "H", "C", "C", "N", "C", "C", "C", "C", "H", "H", "H", "H", "H", "H", "H", "H", "H", "H", "H", "H", "H", "H", "H", "C", "C", "N", "C", "C", "C", "C", "H", "H", "H", "H", "H", "H", "H", "H", "H", "H", "H", "H", "H", "H", "H"],
  "xyz": [[1.639, -4.871, -3.164], [1.105, -3.650, -2.155], [2.332, -2.255, -1.812], [-0.284, -3.643, -1.548], [-0.700, -2.213, -0.404], [-1.835, -5.278, -1.981], [-3.336, -3.500, -2.929], [1.220, -4.751, -4.250], [2.820, -4.944, -3.171], [1.267, -5.941, -2.789], [-2.545, -5.186, -0.320], [-2.963, -6.628, -2.442], [-1.078, -5.444, -3.628], [-0.608, -6.486, -1.375], [-2.565, -2.871, -3.948], [-4.928, 3.366, -1.970], [-4.317, 3.052, -0.609], [-4.259, 1.618, -0.308], [-3.970, 1.330, 1.100], [-2.615, 1.767, 1.645], [-3.550, 0.779, -1.277], [-2.096, 1.124, -1.583], [-5.913, 2.899, -2.079], [-5.057, 4.448, -2.079], [-4.289, 3.029, -2.791], [-4.949, 3.544, 0.143], [-3.330, 3.520, -0.542], [-4.097, 0.256, 1.285], [-4.749, 1.809, 1.708], [-1.808, 1.128, 1.282], [-2.617, 1.685, 2.738], [-2.381, 2.806, 1.398], [-4.107, 0.801, -2.220], [-3.603, -0.270, -0.960], [-1.948, 2.192, -1.769], [-1.776, 0.592, -2.485], [-1.428, 0.814, -0.778], [1.375, 0.779, 1.509], [2.597, 1.683, 1.637], [3.447, 1.363, 2.787], [4.431, 2.405, 3.092], [5.502, 2.691, 2.045], [3.948, -0.012, 2.860], [4.757, -0.535, 1.678], [0.795, 0.763, 2.438], [0.721, 1.147, 0.713], [1.654, -0.248, 1.254], [2.219, 2.708, 1.752], [3.158, 1.661, 0.698], [4.921, 2.175, 4.046], [3.885, 3.339, 3.279], [6.255, 1.901, 2.010], [6.027, 3.618, 2.303], [5.083, 2.824, 1.044], [3.092, -0.681, 3.006], [4.542, -0.136, 3.775], [4.287, -0.315, 0.716], [4.848, -1.625, 1.751], [5.771, -0.133, 1.671]],
  "orbital_gap_ev": 7.1,
  "total_charge": -1
}

---

{
  "formula": "C25H58ClN6O8P3",
  "method": "wB97M-V/def2-TZVPD",
  "elements": ["C", "C", "C", "C", "C", "C", "C", "O", "C", "C", "O", "O", "C", "O", "C", "Cl", "C", "C", "P", "O", "O", "H", "H", "H", "H", "H", "H", "H", "H", "H", "H", "H", "H", "H", "H", "H", "H", "H", "H", "H", "H", "H", "H", "C", "N", "C", "P", "O", "N", "C", "C", "N", "C", "C", "H", "H", "H", "H", "H", "H", "H", "H", "H", "H", "H", "H", "H", "H", "H", "H", "H", "H", "C", "N", "C", "P", "O", "N", "C", "C", "N", "C", "C", "H", "H", "H", "H", "H", "H", "H", "H", "H", "H", "H", "H", "H", "H", "H", "H", "H", "H"],
  "xyz": [[1.159, -0.813, 4.586], [0.747, -0.375, 3.387], [1.450, -0.642, 2.076], [1.874, 0.708, 1.437], [1.330, 1.050, 0.033], [2.095, 0.418, -1.157], [1.347, -0.646, -1.930], [1.834, -0.685, -3.293], [2.380, -1.893, -3.612], [1.449, -3.061, -3.755], [3.562, -2.006, -3.778], [2.551, -1.503, 2.425], [3.454, -1.762, 1.458], [3.178, -2.146, 0.357], [4.909, -1.597, 1.885], [5.529, -0.027, 1.311], [5.170, -1.901, 3.373], [6.249, -1.042, 4.038], [0.142, -1.621, 1.075], [-1.231, -0.727, 1.274], [-0.126, -2.884, 2.074], [2.200, -0.813, 4.881], [0.425, -1.175, 5.298], [-0.166, 0.208, 3.303], [2.954, 0.836, 1.376], [1.539, 1.507, 2.096], [0.251, 0.924, -0.067], [1.500, 2.121, -0.077], [2.286, 1.217, -1.875], [3.080, 0.080, -0.837], [0.285, -0.391, -1.959], [1.428, -1.635, -1.487], [0.411, -2.743, -3.697], [1.629, -3.590, -4.685], [1.609, -3.769, -2.943], [5.437, -2.346, 1.303], [5.564, -2.918, 3.405], [4.256, -1.905, 3.960], [6.567, -1.566, 4.941], [7.135, -0.950, 3.417], [5.850, -0.079, 4.346], [-1.047, 0.167, 1.585], [-0.836, -2.652, 2.690], [-4.587, -2.335, -4.268], [-3.693, -2.514, -5.398], [-2.692, -1.458, -5.458], [-3.022, -4.059, -5.760], [-1.928, -4.203, -4.749], [-4.021, -5.372, -5.338], [-5.451, -5.292, -5.153], [-3.437, -6.410, -4.496], [-3.611, -4.096, -7.403], [-2.695, -4.828, -8.298], [-4.130, -2.916, -8.090], [-4.893, -1.289, -4.212], [-4.130, -2.617, -3.310], [-5.507, -2.902, -4.396], [-2.108, -1.538, -6.381], [-1.991, -1.497, -4.615], [-3.178, -0.481, -5.469], [-5.713, -4.971, -4.137], [-5.909, -6.272, -5.319], [-5.913, -4.613, -5.871], [-3.440, -6.137, -3.433], [-2.410, -6.614, -4.785], [-4.001, -7.337, -4.619], [-1.787, -4.257, -8.516], [-3.190, -5.068, -9.238], [-2.400, -5.772, -7.833], [-3.390, -2.120, -8.226], [-4.990, -2.510, -7.566], [-4.475, -3.226, -9.079], [-1.618, 6.473, 3.633], [-1.203, 5.302, 4.383], [-2.226, 4.269, 4.363], [0.390, 4.643, 4.197], [0.243, 4.007, 2.835], [1.607, 5.773, 3.805], [1.518, 7.198, 4.030], [2.437, 5.480, 2.642], [0.767, 4.909, 5.899], [1.634, 3.844, 6.442], [-0.236, 5.266, 6.901], [-2.650, 6.719, 3.890], [-1.554, 6.331, 2.545], [-1.032, 7.348, 3.906], [-1.951, 3.447, 5.035], [-2.376, 3.846, 3.362], [-3.175, 4.672, 4.722], [1.000, 7.706, 3.207], [2.519, 7.631, 4.109], [1.010, 7.428, 4.967], [1.948, 5.758, 1.700], [2.679, 4.422, 2.593], [3.379, 6.026, 2.719], [1.089, 2.907, 6.592], [2.067, 4.151, 7.394], [2.460, 3.652, 5.752], [-1.004, 4.502, 7.051], [-0.717, 6.205, 6.650], [0.280, 5.416, 7.853]],
  "orbital_gap_ev": 8.4,
  "total_charge": 0,
  "smiles": "C=C[C@@](CCCCOC(C)=O)(OC(=O)[C@@H](Cl)CC)P(O)O.CN(C)P(=O)(N(C)C)N(C)C.CN(C)P(=O)(N(C)C)N(C)C"
}